(1)
Entry from the OMol25 dataset: one molecule with the formula C23H31N3O3 (ωB97M-V/def2-TZVPD).

Results
Largest force on an atom, eV Å⁻¹: 1.1
Lowest unoccupied orbital energy, eV: 0.639
Energy relative to the best compared isomer or geometry (same formula, charge and spin), kcal/mol: 79.69
SMILES string: COc1ccccc1N1CCN([C@H]2CCCN(C(=O)c3cc(C)oc3C)C2)CC1
Multiplicity: 1
Total energy, Ha: -1284.99505
Gap between HOMO and LUMO, eV: 8.116

Geometry (Å):
C (3.379, 1.659, 2.610)
O (3.999, 0.440, 2.257)
C (4.430, 0.392, 0.935)
C (5.797, 0.419, 0.717)
C (6.317, 0.406, -0.565)
C (5.445, 0.386, -1.637)
C (4.080, 0.333, -1.431)
C (3.528, 0.307, -0.147)
N (2.157, 0.282, 0.088)
C (1.625, -0.688, 1.030)
C (1.260, -2.004, 0.317)
N (0.364, -1.838, -0.809)
C (-1.061, -1.944, -0.601)
C (-1.473, -3.409, -0.388)
C (-2.995, -3.518, -0.338)
C (-3.558, -2.605, 0.751)
N (-3.103, -1.248, 0.537)
C (-4.000, -0.259, 0.313)
O (-5.204, -0.446, 0.406)
C (-3.458, 1.074, -0.040)
C (-2.540, 1.423, -1.077)
C (-2.419, 2.777, -1.048)
C (-1.608, 3.714, -1.871)
O (-3.197, 3.287, -0.064)
C (-3.839, 2.259, 0.531)
C (-4.770, 2.539, 1.652)
C (-1.669, -1.112, 0.553)
C (0.855, -0.816, -1.708)
C (1.220, 0.498, -0.995)
H (3.055, 1.547, 3.643)
H (2.515, 1.871, 1.973)
H (4.088, 2.491, 2.538)
H (6.445, 0.466, 1.579)
H (7.384, 0.429, -0.721)
H (5.826, 0.396, -2.648)
H (3.435, 0.296, -2.295)
H (2.363, -0.895, 1.803)
H (0.739, -0.249, 1.500)
H (0.825, -2.702, 1.031)
H (2.187, -2.447, -0.070)
H (-1.535, -1.607, -1.530)
H (-1.071, -4.015, -1.201)
H (-1.051, -3.780, 0.548)
H (-3.294, -4.548, -0.139)
H (-3.415, -3.222, -1.301)
H (-4.649, -2.593, 0.732)
H (-3.221, -2.946, 1.738)
H (-2.069, 0.757, -1.771)
H (-0.897, 4.254, -1.246)
H (-2.252, 4.446, -2.356)
H (-1.065, 3.158, -2.629)
H (-5.366, 3.421, 1.427)
H (-4.223, 2.724, 2.577)
H (-5.424, 1.682, 1.788)
H (-1.403, -0.060, 0.468)
H (-1.298, -1.495, 1.512)
H (0.113, -0.627, -2.486)
H (1.755, -1.220, -2.186)
H (1.631, 1.221, -1.701)
H (0.317, 0.939, -0.556)

For reference, the Mulliken charges in units of e are: number 1, C, carries -0.736; number 2, O, carries -0.524; number 3, C, carries 0.278; number 4, C, carries -0.304; number 5, C, carries -0.534; number 6, C, carries -0.891; number 7, C, carries -0.915; number 8, C, carries 1.106; number 9, N, carries 0.306; number 10, C, carries -0.567; number 11, C, carries -1.342; number 12, N, carries 0.241; number 13, C, carries 0.138; number 14, C, carries -0.830; number 15, C, carries -0.618; number 16, C, carries -1.020; number 17, N, carries 0.274; number 18, C, carries 0.585; number 19, O, carries -0.702; number 20, C, carries 0.701; number 21, C, carries -0.153; number 22, C, carries 0.300; number 23, C, carries -1.469; number 24, O, carries -0.409; number 25, C, carries 0.124; number 26, C, carries -1.419; number 27, C, carries -1.542; number 28, C, carries -0.836; number 29, C, carries -1.265; number 30, H, carries 0.238; number 31, H, carries 0.258; number 32, H, carries 0.330; number 33, H, carries 0.438; number 34, H, carries 0.386; number 35, H, carries 0.388; number 36, H, carries 0.281; number 37, H, carries 0.560; number 38, H, carries 0.283; number 39, H, carries 0.483; number 40, H, carries 0.435; number 41, H, carries 0.188; number 42, H, carries 0.354; number 43, H, carries 0.314; number 44, H, carries 0.416; number 45, H, carries 0.348; number 46, H, carries 0.495; number 47, H, carries 0.351; number 48, H, carries 0.617; number 49, H, carries 0.318; number 50, H, carries 0.412; number 51, H, carries 0.298; number 52, H, carries 0.358; number 53, H, carries 0.292; number 54, H, carries 0.354; number 55, H, carries 0.717; number 56, H, carries 0.044; number 57, H, carries 0.358; number 58, H, carries 0.608; number 59, H, carries 0.656; number 60, H, carries 0.444

(2)
Entry from the OMol25 dataset: one molecule with the formula C23H31N3O5S (ωB97M-V/def2-TZVPD).

Results
Largest force on an atom, eV Å⁻¹: 1.1
Lowest unoccupied orbital energy, eV: 0.507
Energy relative to the best compared isomer or geometry (same formula, charge and spin), kcal/mol: 33.02
SMILES string: CCOC(=O)c1cccc(NS(=O)(=O)c2c(C(=O)N3CCCCCC3)c(C)n(C)c2C)c1
Multiplicity: 1
Total energy, Ha: -1833.73876
Gap between HOMO and LUMO, eV: 8.966

Geometry (Å):
C (7.660, 1.234, -0.529)
C (6.440, 0.726, -1.286)
O (5.248, 0.891, -0.522)
C (4.967, -0.050, 0.385)
O (5.646, -1.036, 0.562)
C (3.715, 0.237, 1.126)
C (3.454, -0.477, 2.293)
C (2.283, -0.242, 2.989)
C (1.357, 0.671, 2.515)
C (1.609, 1.376, 1.339)
N (0.664, 2.263, 0.819)
S (0.221, 1.985, -0.785)
O (1.299, 2.343, -1.658)
O (-1.040, 2.640, -0.973)
C (-0.017, 0.242, -0.780)
C (-1.081, -0.322, -0.033)
C (-2.069, 0.524, 0.692)
O (-1.806, 0.944, 1.814)
N (-3.214, 0.814, 0.058)
C (-3.453, 0.451, -1.320)
C (-4.928, 0.162, -1.612)
C (-5.625, -0.628, -0.500)
C (-6.240, 0.274, 0.571)
C (-5.214, 0.954, 1.474)
C (-4.138, 1.723, 0.703)
C (-0.893, -1.682, -0.035)
C (-1.724, -2.736, 0.608)
N (0.239, -1.950, -0.766)
C (0.814, -3.246, -1.001)
C (0.790, -0.784, -1.210)
C (2.025, -0.733, -2.028)
C (2.802, 1.174, 0.656)
H (7.813, 0.638, 0.367)
H (8.541, 1.156, -1.160)
H (7.516, 2.273, -0.243)
H (6.274, 1.303, -2.198)
H (6.564, -0.335, -1.531)
H (4.176, -1.203, 2.634)
H (2.078, -0.785, 3.900)
H (0.421, 0.827, 3.029)
H (-0.176, 2.309, 1.386)
H (-3.093, 1.259, -1.970)
H (-2.861, -0.442, -1.535)
H (-5.471, 1.092, -1.781)
H (-4.966, -0.404, -2.545)
H (-6.429, -1.221, -0.943)
H (-4.918, -1.320, -0.040)
H (-6.850, 1.037, 0.080)
H (-6.907, -0.323, 1.197)
H (-5.732, 1.647, 2.140)
H (-4.714, 0.208, 2.095)
H (-3.558, 2.328, 1.404)
H (-4.578, 2.380, -0.047)
H (-2.177, -3.397, -0.132)
H (-2.516, -2.256, 1.176)
H (-1.130, -3.339, 1.295)
H (1.785, -3.326, -0.508)
H (0.954, -3.408, -2.071)
H (0.155, -4.018, -0.612)
H (1.901, -1.289, -2.958)
H (2.244, 0.305, -2.263)
H (2.867, -1.163, -1.485)
H (2.996, 1.727, -0.247)

For reference, the Mulliken charges in units of e are: number 1, C, carries -1.132; number 2, C, carries -0.323; number 3, O, carries -0.217; number 4, C, carries 0.086; number 5, O, carries -0.648; number 6, C, carries 0.720; number 7, C, carries -0.678; number 8, C, carries -0.814; number 9, C, carries -0.595; number 10, C, carries -0.286; number 11, N, carries -0.340; number 12, S, carries 1.208; number 13, O, carries -0.711; number 14, O, carries -0.680; number 15, C, carries 1.626; number 16, C, carries 0.665; number 17, C, carries -0.910; number 18, O, carries -0.717; number 19, N, carries 0.693; number 20, C, carries -0.600; number 21, C, carries -0.882; number 22, C, carries -0.451; number 23, C, carries -0.815; number 24, C, carries -0.534; number 25, C, carries -1.287; number 26, C, carries 0.289; number 27, C, carries -2.115; number 28, N, carries 0.373; number 29, C, carries -1.107; number 30, C, carries -0.029; number 31, C, carries -2.100; number 32, C, carries 0.043; number 33, H, carries 0.308; number 34, H, carries 0.382; number 35, H, carries 0.304; number 36, H, carries 0.331; number 37, H, carries 0.319; number 38, H, carries 0.494; number 39, H, carries 0.441; number 40, H, carries 0.438; number 41, H, carries 0.468; number 42, H, carries 0.163; number 43, H, carries 0.434; number 44, H, carries 0.399; number 45, H, carries 0.457; number 46, H, carries 0.353; number 47, H, carries 0.165; number 48, H, carries 0.293; number 49, H, carries 0.368; number 50, H, carries 0.377; number 51, H, carries 0.277; number 52, H, carries 0.540; number 53, H, carries 0.548; number 54, H, carries 0.375; number 55, H, carries 0.402; number 56, H, carries 0.485; number 57, H, carries 0.300; number 58, H, carries 0.321; number 59, H, carries 0.457; number 60, H, carries 0.612; number 61, H, carries 0.329; number 62, H, carries 0.283; number 63, H, carries 0.846

(3)
Entry from the OMol25 dataset: one molecule with the formula C23H31N3O6S2 (ωB97M-V/def2-TZVPD).

Results
Largest force on an atom, eV Å⁻¹: 1.0
Lowest unoccupied orbital energy, eV: 0.028
Energy relative to the best compared isomer or geometry (same formula, charge and spin), kcal/mol: 5.74
SMILES string: CC[C@@H](C)NS(=O)(=O)c1ccc(S(=O)(=O)N(CC(=O)Nc2ccccc2)C[C@@H]2CCCO2)cc1
Multiplicity: 1
Total energy, Ha: -2307.12042
Gap between HOMO and LUMO, eV: 8.908

Geometry (Å):
C (0.967, 1.278, -3.609)
C (2.452, 1.031, -3.840)
C (3.275, 1.102, -2.550)
C (4.749, 0.795, -2.810)
N (3.102, 2.399, -1.919)
S (3.356, 2.468, -0.279)
O (4.422, 1.607, 0.154)
O (3.428, 3.859, 0.058)
C (1.814, 1.791, 0.336)
C (1.842, 0.825, 1.321)
C (0.644, 0.306, 1.787)
C (-0.546, 0.747, 1.240)
S (-2.075, -0.028, 1.800)
O (-2.885, 0.969, 2.432)
O (-1.718, -1.206, 2.544)
N (-2.903, -0.562, 0.472)
C (-2.407, -1.775, -0.146)
C (-0.920, -1.639, -0.474)
O (-0.528, -0.970, -1.410)
N (-0.127, -2.308, 0.397)
C (1.274, -2.349, 0.438)
C (1.873, -2.769, 1.624)
C (3.249, -2.820, 1.728)
C (4.042, -2.464, 0.649)
C (3.447, -2.071, -0.536)
C (2.069, -2.011, -0.651)
C (-3.648, 0.377, -0.331)
C (-5.130, -0.032, -0.460)
C (-5.836, -0.059, 0.905)
C (-6.725, -1.296, 0.810)
C (-5.884, -2.192, -0.094)
O (-5.277, -1.324, -1.034)
C (-0.572, 1.740, 0.278)
C (0.624, 2.275, -0.171)
H (0.811, 2.283, -3.226)
H (0.562, 0.568, -2.893)
H (0.422, 1.176, -4.544)
H (2.841, 1.768, -4.547)
H (2.593, 0.041, -4.277)
H (2.873, 0.387, -1.825)
H (4.860, -0.191, -3.255)
H (5.297, 0.828, -1.872)
H (5.171, 1.530, -3.493)
H (3.560, 3.159, -2.400)
H (2.795, 0.484, 1.694)
H (0.616, -0.441, 2.563)
H (-2.974, -1.939, -1.064)
H (-2.577, -2.606, 0.543)
H (-0.578, -2.629, 1.247)
H (1.250, -3.048, 2.463)
H (3.704, -3.139, 2.654)
H (5.117, -2.498, 0.731)
H (4.063, -1.810, -1.383)
H (1.606, -1.708, -1.574)
H (-3.622, 1.335, 0.188)
H (-3.197, 0.472, -1.325)
H (-5.607, 0.682, -1.146)
H (-6.397, 0.855, 1.087)
H (-5.090, -0.175, 1.692)
H (-6.928, -1.752, 1.776)
H (-7.670, -1.053, 0.322)
H (-6.465, -2.927, -0.654)
H (-5.115, -2.712, 0.494)
H (-1.511, 2.091, -0.116)
H (0.649, 3.054, -0.914)

For reference, the Mulliken charges in units of e are: number 1, C, carries -0.746; number 2, C, carries -0.913; number 3, C, carries 2.190; number 4, C, carries -1.911; number 5, N, carries -0.297; number 6, S, carries 1.496; number 7, O, carries -0.668; number 8, O, carries -0.796; number 9, C, carries -0.218; number 10, C, carries -0.175; number 11, C, carries -0.659; number 12, C, carries 0.477; number 13, S, carries 1.500; number 14, O, carries -0.731; number 15, O, carries -0.746; number 16, N, carries 0.627; number 17, C, carries -1.068; number 18, C, carries -0.193; number 19, O, carries -0.573; number 20, N, carries 0.173; number 21, C, carries 0.266; number 22, C, carries -0.536; number 23, C, carries -0.666; number 24, C, carries -0.764; number 25, C, carries -0.085; number 26, C, carries -0.297; number 27, C, carries -1.194; number 28, C, carries -0.020; number 29, C, carries -0.474; number 30, C, carries -0.692; number 31, C, carries -0.293; number 32, O, carries -0.512; number 33, C, carries -0.527; number 34, C, carries -0.958; number 35, H, carries 0.213; number 36, H, carries 0.011; number 37, H, carries 0.464; number 38, H, carries 0.380; number 39, H, carries 0.368; number 40, H, carries -1.192; number 41, H, carries 0.433; number 42, H, carries 0.425; number 43, H, carries 0.428; number 44, H, carries 0.351; number 45, H, carries 0.539; number 46, H, carries 0.467; number 47, H, carries 0.532; number 48, H, carries 0.245; number 49, H, carries 0.317; number 50, H, carries 0.461; number 51, H, carries 0.397; number 52, H, carries 0.421; number 53, H, carries 0.375; number 54, H, carries 0.442; number 55, H, carries 0.627; number 56, H, carries 0.284; number 57, H, carries 0.507; number 58, H, carries 0.464; number 59, H, carries 0.043; number 60, H, carries 0.378; number 61, H, carries 0.274; number 62, H, carries 0.401; number 63, H, carries 0.103; number 64, H, carries 0.298; number 65, H, carries 0.522